(P)
{
  "formula": "C4H5F3NO",
  "method": "the ωB97M-V functional and the def2-TZVPD basis",
  "species": ["C", "O", "C", "N", "C", "C", "F", "F", "F", "H", "H", "H", "H", "H"],
  "coordinates": [[3.064, 0.098, -0.652], [1.781, -0.717, -0.468], [0.799, -0.130, 0.141], [-0.515, -0.305, 0.317], [-1.633, -0.308, 0.912], [-2.958, 0.066, 0.094], [-2.592, 1.085, -0.653], [-3.259, -1.020, -0.681], [-4.040, 0.330, 0.770], [3.950, -0.591, -0.774], [3.064, 0.665, 0.280], [3.008, 0.608, -1.618], [1.138, 0.933, 0.445], [-1.806, -0.715, 1.889]],
  "mulliken_charge": [-0.513, -0.287, 0.237, 0.020, -0.217, 0.830, -0.208, -0.213, -0.197, 0.237, 0.367, 0.286, 0.224, 0.434],
  "total_charge": 1,
  "e_homo_ev": -16.23,
  "spin_multiplicity": 1,
  "smiles": "COC=[N+]=CC(F)(F)F"
}

---

(Q)
{
  "formula": "C4H5F3NO",
  "method": "the ωB97M-V functional and the def2-TZVPD basis",
  "species": ["C", "C", "C", "C", "N", "O", "F", "F", "F", "H", "H", "H", "H", "H"],
  "coordinates": [[-1.018, -2.732, -0.659], [1.916, 1.036, 0.675], [-0.549, -0.313, -0.676], [-1.576, 0.672, -0.075], [-0.707, -1.584, -0.712], [1.058, 0.003, 0.951], [-1.832, 0.280, 1.201], [-1.038, 1.889, 0.064], [-2.682, 0.581, -0.800], [-0.744, -3.658, -0.410], [2.805, 0.746, 1.207], [1.719, 2.049, 1.017], [2.438, 0.879, -0.337], [0.211, 0.152, -1.447]],
  "mulliken_charge": [0.069, -0.590, -0.368, 0.916, 0.080, -0.321, -0.215, -0.199, -0.186, 0.446, 0.351, 0.317, 0.318, 0.382],
  "total_charge": 1,
  "e_homo_ev": [-15.40, -14.86],
  "spin_multiplicity": 1
}

---

Ranked by calculated energy, most stable first: (P), (Q).

---

(P)
{
  "formula": "C4H8N3",
  "method": "the ωB97M-V functional and the def2-TZVPD basis",
  "species": ["C", "C", "C", "C", "N", "N", "N", "H", "H", "H", "H", "H", "H", "H", "H"],
  "coordinates": [[0.907, -3.057, -0.315], [0.501, -2.248, 0.504], [-0.404, 0.494, -0.242], [-1.286, 1.526, -0.738], [-0.914, -0.435, 0.562], [0.906, 0.546, -0.399], [-0.209, -1.377, 1.160], [1.147, -3.949, -0.856], [-1.902, 1.795, 0.197], [-1.951, 1.244, -1.656], [-0.626, 2.324, -1.105], [1.444, 1.060, -1.163], [1.356, -0.363, -0.242], [-0.718, -1.893, 1.947], [1.051, -1.144, 2.726]],
  "mulliken_charge": [0.043, -0.182, 0.649, -0.822, -0.519, -0.372, -0.201, 0.423, 0.273, 0.292, 0.320, 0.322, 0.203, 0.438, 0.135],
  "total_charge": 1,
  "e_homo_ev": [-14.75, -14.07],
  "spin_multiplicity": 1
}

---

(Q)
{
  "formula": "C4H8N3",
  "method": "the ωB97M-V functional and the def2-TZVPD basis",
  "species": ["C", "C", "C", "C", "N", "N", "N", "H", "H", "H", "H", "H", "H", "H", "H"],
  "coordinates": [[0.910, 2.674, 0.041], [-3.563, -0.187, -0.004], [0.657, 0.124, 0.150], [1.197, -2.258, 0.014], [0.856, 1.295, 0.012], [-2.448, -0.389, -0.231], [0.416, -1.058, 0.000], [-0.076, 2.981, -0.362], [1.820, 2.903, -0.482], [0.906, 2.936, 1.111], [-4.490, 0.238, 0.238], [1.591, -2.558, -1.078], [2.124, -2.312, 0.664], [0.612, -3.125, 0.386], [-0.513, -1.262, -0.457]],
  "mulliken_charge": [-0.602, -0.096, 0.429, -0.773, -0.037, -0.341, -0.125, 0.308, 0.280, 0.310, 0.346, 0.285, 0.338, 0.303, 0.376],
  "total_charge": 1,
  "e_homo_ev": -14.58,
  "spin_multiplicity": 1
}

---

Ranked by calculated energy, most stable first: (Q), (P).

---

(P)
{
  "formula": "C4H8N3",
  "method": "the ωB97M-V functional and the def2-TZVPD basis",
  "species": ["C", "C", "C", "C", "N", "N", "N", "H", "H", "H", "H", "H", "H", "H", "H"],
  "coordinates": [[2.703, -0.401, 0.332], [1.323, 0.623, -0.919], [-2.224, 0.703, -0.173], [-1.575, -0.504, 0.265], [2.593, 0.558, -0.517], [1.449, -0.848, 0.611], [0.567, -0.184, -0.123], [3.615, -0.760, 0.738], [0.890, 1.216, -1.668], [-1.864, 1.527, 0.371], [-3.342, 0.578, -0.091], [-2.261, 0.995, -1.212], [-1.895, -1.474, -0.129], [-1.221, -0.466, 1.234], [1.242, -1.563, 1.280]],
  "mulliken_charge": [0.031, -0.211, -1.002, 0.168, -0.435, -0.073, -0.147, 0.421, 0.410, 0.357, 0.351, 0.340, 0.309, 0.262, 0.218],
  "total_charge": 1,
  "e_homo_ev": -14.90,
  "spin_multiplicity": 1
}

---

(Q)
{
  "formula": "C4H8N3",
  "method": "the ωB97M-V functional and the def2-TZVPD basis",
  "species": ["C", "C", "C", "N", "N", "C", "N", "H", "H", "H", "H", "H", "H", "H", "H"],
  "coordinates": [[1.440, -0.240, 0.791], [0.542, 0.059, -0.380], [-0.350, -1.203, -0.655], [-1.489, -1.102, 0.306], [-2.048, -0.018, 0.421], [-1.597, 1.095, -0.021], [-0.309, 1.225, -0.244], [1.179, -0.866, 1.586], [1.787, 0.655, 1.471], [2.478, -0.633, 0.395], [1.151, 0.137, -1.294], [-0.691, -1.179, -1.729], [0.229, -2.128, -0.358], [-2.354, 1.972, -0.162], [0.032, 2.226, -0.126]],
  "mulliken_charge": [-1.292, 0.328, -0.605, -0.255, 0.040, 0.055, -0.081, 0.366, 0.361, 0.337, 0.274, 0.358, 0.394, 0.395, 0.327],
  "total_charge": 1,
  "e_homo_ev": [-14.78, -14.78],
  "spin_multiplicity": 1,
  "smiles": "C[C@H]1CN=NC=[NH+]1"
}

---

Ranked by calculated energy, most stable first: (P), (Q).

---

(P)
{
  "formula": "C4H17NO3",
  "method": "the ωB97M-V functional and the def2-TZVPD basis",
  "species": ["C", "N", "C", "C", "C", "H", "H", "H", "H", "H", "H", "H", "H", "H", "H", "H", "O", "H", "H", "O", "H", "H", "O", "H", "H"],
  "coordinates": [[2.186, -0.263, -0.496], [0.803, -0.545, -0.820], [0.007, 0.433, -1.534], [0.626, 0.672, -2.960], [-0.259, 1.759, -0.821], [2.791, -1.187, -0.594], [2.251, 0.072, 0.525], [2.621, 0.607, -1.023], [0.611, -1.500, -1.044], [-0.984, -0.076, -1.691], [0.011, 0.285, -3.850], [1.596, 0.250, -3.193], [0.606, 1.751, -3.210], [-0.734, 2.389, -1.577], [0.697, 2.148, -0.449], [-0.950, 1.544, -0.003], [-1.508, 2.133, 2.513], [-1.031, 1.549, 3.100], [-2.463, 2.152, 2.602], [-0.928, -0.631, 2.180], [-0.529, -1.513, 2.216], [-0.399, -0.307, 1.424], [-1.446, -3.755, 3.225], [-2.044, -3.316, 2.603], [-1.530, -4.652, 2.875]],
  "mulliken_charge": [-1.038, -0.150, 0.208, -1.192, -1.264, 0.357, 0.270, 0.325, 0.239, 0.304, 0.309, 0.357, 0.300, 0.473, 0.236, 0.324, -0.623, 0.290, 0.300, -0.667, 0.309, 0.329, -0.630, 0.317, 0.316],
  "e_homo_ev": -8.49,
  "spin_multiplicity": 1,
  "smiles": "CNC(C)C.O.O.O"
}

---

(Q)
{
  "formula": "C4H17NO3",
  "method": "the ωB97M-V functional and the def2-TZVPD basis",
  "species": ["C", "C", "C", "N", "C", "H", "H", "H", "H", "H", "H", "H", "H", "H", "H", "H", "O", "H", "H", "O", "H", "H", "O", "H", "H"],
  "coordinates": [[-2.916, 0.056, 1.904], [-1.703, 0.815, 2.462], [-0.415, -0.004, 2.592], [0.370, -0.145, 1.388], [1.771, -0.477, 1.590], [-3.128, -0.872, 2.415], [-3.758, 0.705, 2.054], [-2.766, -0.190, 0.847], [-1.507, 1.678, 1.823], [-2.125, 1.113, 3.444], [0.104, 0.487, 3.463], [-0.693, -1.036, 2.965], [-0.120, -0.685, 0.653], [2.334, 0.438, 1.906], [1.900, -1.252, 2.343], [2.260, -0.889, 0.713], [0.804, 2.094, -0.472], [0.012, 2.617, -0.623], [0.655, 1.360, 0.147], [2.544, 1.556, -4.413], [2.292, 2.446, -4.661], [2.410, 1.430, -3.457], [-0.798, -3.683, -3.508], [-0.120, -4.058, -4.080], [-1.472, -4.410, -3.567]],
  "mulliken_charge": [-1.232, -0.325, -0.622, -0.281, -0.938, 0.336, 0.353, 0.322, 0.164, 0.297, 0.358, 0.305, 0.253, 0.260, 0.373, 0.335, -0.699, 0.304, 0.441, -0.654, 0.313, 0.337, -0.645, 0.321, 0.325],
  "e_homo_ev": -9.02,
  "spin_multiplicity": 1,
  "smiles": "CCCNC.O.O.O"
}

---

Ranked by calculated energy, most stable first: (Q), (P).